Below is a 3-piece molecular cluster, C24H45F3NO3S2 overall at a distorted geometry, with properties calculated with wB97M-V/def2-TZVPD.

- Kohn-Sham gap: 0.2241 Ha
- Largest force on an atom: 5.47 eV/Å
- Energy: -2317.1060 a.u.

```
! RIJCOSX wB97M-V def2-TZVPD def2/J DEFGRID3
* xyz 1 1
C -5.652 -0.379 3.172
C -5.708 -2.013 3.527
C -6.120 -2.756 2.128
C -5.637 -4.312 1.987
C -4.128 -4.640 2.523
C -2.976 -3.553 2.111
C -1.945 -4.040 0.929
C -1.798 -2.867 -0.213
C -2.316 -3.200 -1.734
C -2.192 -2.027 -2.871
N -1.629 -0.613 -2.617
C -1.594 0.305 -3.820
C -1.127 1.844 -3.510
O 0.289 1.958 -3.032
C -1.145 2.685 -4.955
F -2.569 2.890 -5.312
F -0.378 3.981 -4.840
F -0.482 1.933 -6.059
C -1.170 -0.286 -1.214
C -1.192 -1.364 0.065
C -0.614 -0.902 1.557
C 1.055 -0.999 1.617
C 1.800 -0.132 0.442
C 3.247 0.544 0.934
C 2.109 -1.118 -0.862
H -6.339 0.263 3.873
H -4.546 0.042 3.174
H -6.045 -0.206 2.058
H -4.646 -2.275 3.943
H -6.498 -2.118 4.390
H -5.737 -2.178 1.165
H -7.299 -2.744 2.065
H -6.382 -4.963 2.654
H -5.748 -4.652 0.872
H -3.796 -5.692 2.072
H -4.151 -4.759 3.687
H -3.365 -2.490 1.816
H -2.306 -3.394 3.086
H -2.469 -4.967 0.395
H -0.916 -4.446 1.337
H -2.776 -4.261 -1.994
H -2.572 -2.311 -3.966
H -2.616 0.268 -4.436
H -0.784 -0.153 -4.567
H -1.785 2.402 -2.710
H 0.897 1.834 -3.837
H -0.765 0.782 -0.955
H -0.982 -1.626 2.427
H -1.008 0.174 1.864
H 1.444 -0.613 2.667
H 1.411 -2.129 1.471
H 1.133 0.797 0.117
H 4.015 0.567 0.039
H 3.620 -0.042 1.876
H 3.016 1.681 1.189
H 3.250 -1.235 -1.097
H 1.578 -0.639 -1.817
H 1.578 -2.173 -0.707
C 1.955 5.046 -0.345
S 3.541 4.873 0.509
O 3.593 3.490 1.088
C 3.148 6.014 1.857
H 1.955 4.384 -1.215
H 1.138 4.764 0.324
H 1.830 6.079 -0.677
H 2.256 5.671 2.387
H 2.982 7.014 1.451
H 3.993 6.039 2.548
C 8.550 0.972 -1.788
S 7.059 0.898 -0.766
O 5.877 0.926 -1.690
C 7.237 2.554 -0.061
H 8.628 0.044 -2.359
H 8.488 1.817 -2.478
H 9.428 1.076 -1.145
H 7.258 3.300 -0.860
H 8.159 2.604 0.523
H 6.384 2.748 0.593
*
```